{"formula": "C6H12O", "method": "the ωB97M-V functional and the def2-TZVPD basis", "charge": 0, "spin_multiplicity": 1, "e_tot_ev": -8463.3161, "homo_energy_ev": -9.8, "gap_ev": 10.7, "smiles": "CC(C)CCC=O", "de_lowest_kj_mol": 100.1, "elements": ["C", "C", "C", "C", "C", "C", "O", "H", "H", "H", "H", "H", "H", "H", "H", "H", "H", "H", "H"], "positions_angstrom": [[-2.218, 1.239, -0.082], [-0.956, 0.427, -0.431], [-1.350, -0.612, -1.469], [-0.376, -0.103, 0.919], [0.818, -0.988, 0.615], [1.979, -0.267, 0.002], [2.811, 0.329, 0.638], [-3.062, 0.542, -0.020], [-2.490, 1.964, -0.852], [-2.166, 1.785, 0.863], [-0.200, 1.127, -0.785], [-2.054, -0.327, -2.247], [-0.567, -1.249, -1.892], [-1.876, -1.358, -0.837], [-1.163, -0.630, 1.480], [-0.232, 0.802, 1.511], [1.281, -1.448, 1.496], [0.477, -1.879, 0.078], [2.244, -0.541, -1.045]]}

{"formula": "C6H12O", "method": "the ωB97M-V functional and the def2-TZVPD basis", "charge": 0, "spin_multiplicity": 1, "e_tot_ev": -8462.1635, "homo_energy_ev": -9.3, "gap_ev": 10.3, "smiles": "CC(C)[C@H]1C[C@H]1O", "de_lowest_kj_mol": 211.3, "elements": ["C", "C", "C", "C", "C", "C", "O", "H", "H", "H", "H", "H", "H", "H", "H", "H", "H", "H", "H"], "positions_angstrom": [[-1.276, -0.290, -1.664], [-0.550, 0.057, -0.368], [-0.877, 1.437, 0.190], [0.884, -0.357, -0.320], [1.913, 0.209, 0.601], [1.239, -0.990, 1.145], [0.231, -0.903, 2.070], [-0.954, -1.268, -2.040], [-2.345, -0.348, -1.440], [-1.139, 0.447, -2.463], [-1.131, -0.647, 0.441], [-1.965, 1.550, 0.209], [-0.452, 2.266, -0.388], [-0.509, 1.506, 1.219], [1.224, -0.982, -1.145], [2.941, 0.066, 0.286], [1.715, 1.159, 1.082], [1.719, -1.964, 1.059], [-0.668, -0.947, 1.526]]}

{"formula": "C6H12O", "method": "the ωB97M-V functional and the def2-TZVPD basis", "charge": 0, "spin_multiplicity": 1, "e_tot_ev": -8459.4838, "homo_energy_ev": -9.2, "gap_ev": 8.7, "de_lowest_kj_mol": 469.9, "elements": ["C", "C", "O", "C", "C", "C", "C", "H", "H", "H", "H", "H", "H", "H", "H", "H", "H", "H", "H"], "positions_angstrom": [[-2.118, -1.290, -0.096], [-0.911, -0.436, 0.253], [-1.138, 0.105, 1.537], [0.374, -1.257, 0.220], [1.325, -1.211, -0.914], [1.706, -0.604, 0.400], [1.163, 2.601, -0.005], [-2.000, -1.736, -1.088], [-3.027, -0.682, -0.083], [-2.229, -2.091, 0.643], [-0.813, 0.369, -0.494], [-0.326, 0.556, 1.807], [0.309, -2.183, 0.798], [1.153, -0.464, -1.693], [1.870, -2.085, -1.265], [1.697, 1.714, 0.356], [0.442, 2.317, -0.778], [1.887, 3.301, -0.428], [0.636, 3.075, 0.828]]}

{"formula": "C6H12O", "method": "the ωB97M-V functional and the def2-TZVPD basis", "charge": 0, "spin_multiplicity": 1, "e_tot_ev": -8456.7035, "homo_energy_ev": -9.1, "gap_ev": 10.1, "de_lowest_kj_mol": 738.2, "elements": ["C", "C", "C", "C", "C", "C", "H", "H", "H", "H", "H", "H", "H", "H", "H", "H", "H", "H", "O"], "positions_angstrom": [[-1.542, 1.437, -0.079], [-1.367, 0.015, 0.355], [-1.704, -0.990, -0.775], [0.122, -0.287, 0.898], [2.309, -0.296, 0.194], [3.310, 0.387, -0.395], [-1.018, 1.748, -1.155], [-1.209, 2.237, 0.724], [-2.531, 1.661, -0.200], [-1.906, -0.265, 1.223], [-1.657, -2.250, -0.310], [-2.860, -1.218, -0.734], [-1.013, -1.032, -1.722], [-0.104, 0.087, 1.659], [0.215, -1.314, 1.271], [2.659, -1.000, 0.591], [4.095, -0.130, -0.334], [3.201, 1.290, -1.117], [0.998, -0.080, -0.093]]}

{"formula": "C6H12O", "method": "the ωB97M-V functional and the def2-TZVPD basis", "charge": 0, "spin_multiplicity": 1, "e_tot_ev": -8459.2604, "homo_energy_ev": -7.4, "gap_ev": 8.1, "de_lowest_kj_mol": 491.5, "elements": ["C", "C", "O", "C", "C", "C", "C", "H", "H", "H", "H", "H", "H", "H", "H", "H", "H", "H", "H"], "positions_angstrom": [[2.829, -0.318, 0.839], [0.893, -0.106, -0.995], [1.470, -0.744, 0.642], [-0.120, 0.867, -0.515], [-1.375, 0.987, -1.353], [-1.505, 0.544, 0.066], [-1.939, -0.865, 0.400], [3.055, 0.468, 0.113], [3.468, -1.185, 0.655], [2.964, 0.027, 1.869], [0.371, -1.047, -1.243], [0.887, -0.281, 1.262], [0.274, 1.833, -0.189], [-1.519, 0.239, -2.131], [-1.701, 1.984, -1.634], [-1.886, 1.303, 0.750], [-1.436, -1.599, -0.239], [-3.019, -0.987, 0.261], [-1.711, -1.120, 1.443]]}

{"formula": "C6H12O", "method": "the ωB97M-V functional and the def2-TZVPD basis", "charge": 0, "spin_multiplicity": 1, "e_tot_ev": -8459.7705, "homo_energy_ev": -8.1, "gap_ev": 9.1, "de_lowest_kj_mol": 442.2, "elements": ["C", "C", "C", "C", "O", "C", "C", "H", "H", "H", "H", "H", "H", "H", "H", "H", "H", "H", "H"], "positions_angstrom": [[1.130, 1.080, 0.975], [0.717, -0.061, 0.043], [1.671, -1.252, 0.164], [-0.667, -0.584, 0.368], [-1.852, 0.145, -0.126], [-1.410, -1.435, -0.588], [-1.712, 1.087, -1.198], [2.139, 1.436, 0.742], [0.446, 1.936, 0.915], [1.132, 0.735, 2.017], [0.735, 0.273, -1.001], [1.655, -1.666, 1.181], [2.701, -0.952, -0.057], [1.379, -2.043, -0.535], [-0.806, -0.670, 1.454], [-2.158, -1.992, 0.001], [-0.927, 1.813, -0.973], [-2.675, 1.598, -1.260], [-1.498, 0.552, -2.123]]}

{"formula": "C6H12O", "method": "the ωB97M-V functional and the def2-TZVPD basis", "charge": 0, "spin_multiplicity": 1, "e_tot_ev": -8461.1174, "homo_energy_ev": [-6.5, -6.5], "gap_ev": [7.6, 7.6], "de_lowest_kj_mol": 312.3, "elements": ["C", "C", "C", "O", "C", "C", "C", "H", "H", "H", "H", "H", "H", "H", "H", "H", "H", "H", "H"], "positions_angstrom": [[-2.246, 0.353, 1.219], [-1.090, -0.182, 0.430], [-1.187, -1.344, -0.491], [-0.159, 0.722, 0.194], [1.013, 0.479, -0.359], [1.642, -0.847, -0.129], [1.820, 1.709, -0.631], [-2.401, 1.419, 1.003], [-2.103, 0.264, 2.306], [-3.166, -0.189, 0.969], [-0.574, -2.227, -0.258], [-0.852, -1.005, -1.492], [-2.227, -1.681, -0.554], [1.390, -1.651, -0.836], [2.733, -0.744, -0.126], [1.310, -1.206, 0.865], [1.250, 2.597, -0.341], [2.077, 1.820, -1.694], [2.769, 1.711, -0.073]]}

{"formula": "C6H12O", "method": "the ωB97M-V functional and the def2-TZVPD basis", "charge": 0, "spin_multiplicity": 1, "e_tot_ev": -8462.6453, "homo_energy_ev": -10.1, "gap_ev": 11.2, "smiles": "C[C@@H]1C[C@@H]1[C@@H](C)O", "de_lowest_kj_mol": 164.9, "elements": ["C", "C", "C", "C", "C", "C", "O", "H", "H", "H", "H", "H", "H", "H", "H", "H", "H", "H", "H"], "positions_angstrom": [[2.131, 0.083, -0.099], [1.071, -1.065, -0.288], [0.089, -0.979, -1.439], [-0.415, -0.794, -0.035], [-0.708, 0.587, 0.501], [-2.146, 1.043, 0.347], [-0.381, 0.636, 1.888], [2.198, 0.672, -1.013], [3.162, -0.283, 0.099], [1.880, 0.711, 0.761], [1.732, -1.835, 0.040], [0.232, -0.077, -2.028], [-0.319, -1.803, -2.031], [-1.126, -1.548, 0.328], [-0.062, 1.288, -0.048], [-2.421, 1.103, -0.711], [-2.263, 2.035, 0.795], [-2.828, 0.356, 0.857], [0.174, -0.133, 2.077]]}

{"formula": "C6H12O", "method": "the ωB97M-V functional and the def2-TZVPD basis", "charge": 0, "spin_multiplicity": 1, "e_tot_ev": -8459.5698, "homo_energy_ev": -7.4, "gap_ev": 8.0, "smiles": "C/C=C\\C=C\\C.O", "de_lowest_kj_mol": 461.6, "elements": ["C", "C", "C", "C", "C", "C", "H", "H", "H", "H", "H", "H", "H", "H", "H", "H", "O", "H", "H"], "positions_angstrom": [[-0.516, 0.709, -2.484], [-0.463, 1.106, -1.045], [0.041, 0.261, -0.200], [-0.548, -1.016, 0.137], [0.393, -1.751, 0.655], [0.294, -2.746, 1.765], [-1.051, -0.310, -2.804], [-0.990, 1.435, -3.176], [0.383, 0.402, -2.916], [-0.480, 2.153, -0.824], [0.935, 0.573, 0.321], [-1.625, -1.172, -0.038], [1.371, -1.652, 0.266], [1.173, -3.368, 1.777], [-0.625, -3.410, 1.588], [0.203, -2.136, 2.647], [0.170, 3.793, 1.273], [1.026, 3.712, 0.957], [0.310, 3.419, 2.100]]}

{"formula": "C6H12O", "method": "the ωB97M-V functional and the def2-TZVPD basis", "charge": 0, "spin_multiplicity": 1, "e_tot_ev": -8462.1267, "homo_energy_ev": -8.8, "gap_ev": 9.6, "smiles": "CC=C(C)C.C=O", "de_lowest_kj_mol": 214.9, "elements": ["C", "C", "C", "C", "C", "H", "H", "H", "H", "H", "H", "H", "H", "H", "H", "C", "O", "H", "H"], "positions_angstrom": [[1.762, -0.207, -1.221], [1.086, -0.071, 0.114], [-0.193, -0.383, 0.336], [-0.695, -0.585, 1.737], [-1.100, -0.905, -0.753], [2.754, 0.240, -1.242], [1.865, -1.276, -1.432], [1.182, 0.222, -2.041], [1.709, 0.322, 0.921], [-0.019, -0.168, 2.489], [-0.724, -1.673, 1.889], [-1.707, -0.207, 1.919], [-0.957, -1.990, -0.792], [-0.896, -0.503, -1.752], [-2.161, -0.728, -0.539], [-0.456, 1.932, 0.086], [0.292, 2.236, -0.812], [-1.547, 1.783, -0.071], [-0.197, 1.961, 1.164]]}

{"formula": "C6H12O", "method": "the ωB97M-V functional and the def2-TZVPD basis", "charge": 0, "spin_multiplicity": 1, "e_tot_ev": -8462.7036, "homo_energy_ev": -8.5, "gap_ev": 9.3, "smiles": "C=C/C(C)=C/C.O", "de_lowest_kj_mol": 159.2, "elements": ["C", "C", "C", "C", "C", "C", "H", "H", "H", "H", "H", "H", "H", "H", "H", "H", "O", "H", "H"], "positions_angstrom": [[1.690, -1.886, 1.986], [0.489, -1.326, 2.110], [-0.176, -0.410, 1.151], [-1.672, -0.438, 1.192], [0.527, 0.374, 0.326], [-0.126, 1.395, -0.560], [2.319, -1.566, 1.161], [2.147, -2.537, 2.717], [-0.128, -1.647, 2.949], [-2.105, -0.105, 0.257], [-2.161, 0.112, 1.996], [-1.993, -1.483, 1.243], [1.581, 0.197, 0.139], [-0.327, 1.047, -1.580], [0.510, 2.265, -0.694], [-1.028, 1.813, -0.111], [-0.160, 1.459, -5.019], [0.183, 0.636, -4.654], [0.429, 2.101, -4.611]]}

{"formula": "C6H12O", "method": "the ωB97M-V functional and the def2-TZVPD basis", "charge": 0, "spin_multiplicity": 1, "e_tot_ev": -8463.9744, "homo_energy_ev": -9.4, "gap_ev": 10.6, "smiles": "C[C@H]1CO[C@@H](C)C1", "de_lowest_kj_mol": 36.6, "elements": ["C", "C", "C", "O", "C", "C", "C", "H", "H", "H", "H", "H", "H", "H", "H", "H", "H", "H", "H"], "positions_angstrom": [[2.366, -0.280, -0.027], [1.078, 0.533, -0.050], [0.333, 0.399, -1.386], [-1.024, 0.673, -1.113], [-1.313, 0.441, 0.266], [-2.388, -0.622, 0.371], [0.011, 0.061, 0.948], [2.975, -0.113, -0.925], [2.063, -1.324, -0.005], [2.993, -0.093, 0.853], [1.287, 1.594, 0.126], [0.673, 1.113, -2.145], [0.446, -0.617, -1.806], [-1.699, 1.384, 0.671], [-3.251, -0.316, -0.227], [-2.693, -0.758, 1.414], [-2.013, -1.577, -0.013], [0.047, -1.028, 1.115], [0.110, 0.530, 1.933]]}

{"formula": "C6H12O", "method": "the ωB97M-V functional and the def2-TZVPD basis", "charge": 0, "spin_multiplicity": 1, "e_tot_ev": -8462.5516, "homo_energy_ev": -8.7, "gap_ev": 9.6, "smiles": "C=C(C)O.C=CC", "de_lowest_kj_mol": 173.9, "elements": ["C", "C", "C", "O", "H", "H", "H", "H", "H", "H", "C", "C", "C", "H", "H", "H", "H", "H", "H"], "positions_angstrom": [[-0.271, -1.723, 0.210], [0.868, -1.066, 0.406], [1.940, -0.882, -0.630], [1.161, -0.595, 1.659], [-0.526, -2.135, -0.759], [-0.978, -1.830, 1.025], [2.368, 0.129, -0.609], [1.556, -1.062, -1.638], [2.754, -1.588, -0.435], [1.733, 0.178, 1.577], [0.064, 1.724, -0.360], [-0.996, 1.403, 0.376], [-2.174, 0.630, -0.124], [0.876, 2.327, 0.038], [0.164, 1.377, -1.387], [-1.061, 1.747, 1.407], [-2.966, 1.361, -0.308], [-1.961, 0.099, -1.057], [-2.548, -0.095, 0.608]]}